Record 1
Molecular formula: C4H7NO2
Method: DFT, the ωB97M-V functional and the def2-TZVPD basis

XYZ file:
```
14
Properties=species:S:1:pos:R:3:mulliken_charge:R:1
O 2.121 1.279 0.446 -0.354
N 2.052 0.126 -0.311 -0.494
C 0.928 -0.443 -0.290 0.372
C 0.137 -1.490 -0.895 -0.504
C -0.516 -0.533 0.104 -0.098
C -0.920 0.828 -0.304 0.007
O -1.143 1.725 0.483 -0.463
H 3.064 1.494 0.402 0.380
H 0.320 -2.474 -0.473 0.239
H -0.113 -1.472 -1.952 0.226
H -0.829 -0.911 1.075 0.343
H -2.429 0.036 1.547 0.052
H -0.893 1.052 -1.377 0.360
H -1.885 0.729 1.614 -0.065
```

Calculated values
Highest occupied orbital energy   -0.358 Ha
Net charge   0
ΔE to the lowest compared entry with this formula, charge and spin   610.5 kJ/mol
Spin multiplicity   1

=====

Record 2
Molecular formula: C4H7NO2
Method: DFT, the ωB97M-V functional and the def2-TZVPD basis

XYZ file:
```
14
Properties=species:S:1:pos:R:3:mulliken_charge:R:1
O 1.999 1.537 -0.023 -0.371
N 1.847 0.169 -0.380 -0.661
C 0.616 -0.109 -0.415 0.395
C -0.097 -1.420 -0.635 -0.336
C -1.271 -0.819 0.188 -0.669
C -0.652 0.590 0.042 0.198
O -0.635 1.355 1.212 -0.556
H 2.757 1.482 0.570 0.334
H 0.424 -2.268 -0.194 0.277
H -0.350 -1.636 -1.681 0.242
H -1.248 -1.130 1.236 0.261
H -2.279 -0.956 -0.204 0.292
H -1.115 1.137 -0.789 0.230
H 0.005 2.067 1.073 0.363
```

Calculated values
Highest occupied orbital energy   -0.356 Ha
Net charge   0
SMILES   O/N=C1/CC[C@H]1O
ΔE to the lowest compared entry with this formula, charge and spin   320.8 kJ/mol
Spin multiplicity   1

=====

Record 3
Molecular formula: C4H7NO2
Method: DFT, the ωB97M-V functional and the def2-TZVPD basis

XYZ file:
```
14
Properties=species:S:1:pos:R:3:mulliken_charge:R:1
O 1.932 1.736 -0.476 -0.365
N 1.806 0.356 -0.575 -0.567
C 0.646 -0.024 -0.231 0.134
C 0.009 -1.396 -0.264 -0.398
C -1.366 -0.676 -0.129 -0.642
C -0.640 0.661 0.203 0.190
O -0.689 1.060 1.555 -0.537
H 2.824 1.899 -0.811 0.372
H 0.255 -2.003 0.614 0.215
H 0.197 -2.000 -1.156 0.298
H -2.043 -1.017 0.658 0.297
H -1.920 -0.645 -1.072 0.258
H -0.932 1.536 -0.383 0.401
H -0.079 0.513 2.067 0.345
```

Calculated values
Highest occupied orbital energy   -0.360 Ha
Net charge   0
SMILES   O/N=C1/CC[C@H]1O
ΔE to the lowest compared entry with this formula, charge and spin   329.0 kJ/mol
Spin multiplicity   1

=====

Record 4
Molecular formula: C4H7NO2
Method: DFT, the ωB97M-V functional and the def2-TZVPD basis

XYZ file:
```
14
Properties=species:S:1:pos:R:3:mulliken_charge:R:1
C 1.058 -1.283 -0.094 -1.242
C 0.372 0.003 -0.604 1.099
C 0.861 1.289 0.248 -0.621
O 0.166 0.122 -1.864 -0.838
C -0.882 0.297 0.285 0.250
O -0.418 1.254 1.034 -0.386
N -2.143 -0.048 0.228 -0.353
H 2.070 -1.322 -0.509 0.339
H 1.116 -1.356 1.002 0.347
H 0.503 -2.145 -0.479 0.304
H 0.845 2.187 -0.369 0.311
H 1.718 1.241 0.925 0.267
H -2.878 0.454 0.710 0.268
H -2.388 -0.692 -0.514 0.255
```

Calculated values
Highest occupied orbital energy   -0.287 Ha
Net charge   0
ΔE to the lowest compared entry with this formula, charge and spin   304.0 kJ/mol
Spin multiplicity   1

=====

Record 5
Molecular formula: C4H7NO2
Method: DFT, the ωB97M-V functional and the def2-TZVPD basis

XYZ file:
```
14
Properties=species:S:1:pos:R:3:mulliken_charge:R:1
H -1.569 -0.383 -1.774 0.222
N -0.749 -0.320 -1.182 -0.552
C -0.736 0.366 -0.147 0.694
C -1.695 1.326 0.469 -0.975
O 0.502 -0.045 0.798 -0.409
C 1.809 -0.187 0.229 -0.358
C 1.367 -1.580 -0.110 0.209
O 1.527 -2.606 0.506 -0.547
H -1.972 0.976 1.462 0.285
H -1.195 2.286 0.590 0.266
H -2.597 1.452 -0.131 0.339
H 2.548 -0.154 1.025 0.269
H 1.985 0.462 -0.632 0.261
H 0.776 -1.593 -1.102 0.294
```

Calculated values
Highest occupied orbital energy   -0.312 Ha
Net charge   0
SMILES   [H]/N=C(\C)OCC=O
ΔE to the lowest compared entry with this formula, charge and spin   339.8 kJ/mol
Spin multiplicity   1

=====

Record 6
Molecular formula: C4H7NO2
Method: DFT, the ωB97M-V functional and the def2-TZVPD basis

XYZ file:
```
14
Properties=species:S:1:pos:R:3:mulliken_charge:R:1
C -1.655 -0.915 -0.049 -1.370
C -0.341 -0.295 -0.462 0.470
C -0.007 1.095 0.092 -0.571
N 1.437 0.993 0.064 -0.188
C 1.828 -0.318 0.241 0.472
O 2.918 -0.741 0.518 -0.585
O 0.738 -1.108 0.028 -0.347
H -1.754 -0.921 1.041 0.347
H -1.692 -1.949 -0.405 0.338
H -2.498 -0.368 -0.485 0.368
H -0.255 -0.267 -1.556 0.239
H -0.404 1.225 1.112 0.287
H -0.380 1.903 -0.545 0.309
H 2.058 1.717 0.381 0.231
```

Calculated values
Highest occupied orbital energy   -0.370 Ha
Net charge   0
SMILES   C[C@H]1CNC(=O)O1
ΔE to the lowest compared entry with this formula, charge and spin   1.8 kJ/mol
Spin multiplicity   1

=====

Record 7
Molecular formula: C4H7NO2
Method: DFT, the ωB97M-V functional and the def2-TZVPD basis

XYZ file:
```
14
Properties=species:S:1:pos:R:3:mulliken_charge:R:1
C -0.071 1.074 0.941 -1.235
C 0.036 0.218 -0.326 0.184
C 1.016 0.621 -1.295 -0.070
O 0.592 1.625 -1.949 -0.433
C -0.074 -1.252 -0.222 0.316
O 0.465 -1.984 -1.048 -0.663
N -0.782 -1.761 0.835 -0.382
H 0.582 0.707 1.744 0.323
H 0.195 2.116 0.739 0.377
H -1.098 1.085 1.324 0.303
H -0.426 1.287 -1.332 0.429
H 1.985 0.184 -1.545 0.400
H -1.416 -1.177 1.355 0.194
H -1.003 -2.744 0.779 0.257
```

Calculated values
Highest occupied orbital energy   -0.323 Ha
Net charge   0
ΔE to the lowest compared entry with this formula, charge and spin   315.5 kJ/mol
Spin multiplicity   1

=====

Record 8
Molecular formula: C4H7NO2
Method: DFT, the ωB97M-V functional and the def2-TZVPD basis

XYZ file:
```
14
Properties=species:S:1:pos:R:3:mulliken_charge:R:1
C 0.992 -0.834 0.543 -0.317
C 0.107 0.007 -0.316 1.282
C -2.083 0.778 0.086 -0.303
C 0.565 1.108 -1.113 -1.074
O 0.495 -1.632 1.485 -0.477
O 2.299 -0.612 0.562 -0.347
N -1.196 -0.095 0.311 -0.476
H -0.478 -1.440 1.456 0.483
H 2.713 -1.211 1.201 0.365
H 0.314 -1.044 -0.943 0.022
H -1.926 1.664 -0.527 0.163
H -3.066 0.637 0.526 0.248
H -0.185 1.745 -1.559 0.201
H 1.448 0.931 -1.713 0.230
```

Calculated values
Highest occupied orbital energy (alpha / beta)   -0.219 / -0.219 Ha
Net charge   0
ΔE to the lowest compared entry with this formula, charge and spin   548.9 kJ/mol
Spin multiplicity   1

=====

Record 9
Molecular formula: C4H7NO2
Method: DFT, the ωB97M-V functional and the def2-TZVPD basis

XYZ file:
```
14
Properties=species:S:1:pos:R:3:mulliken_charge:R:1
H -0.360 -2.994 -0.218 0.281
N -0.577 -2.097 0.205 -0.587
C -0.149 -1.077 -0.302 0.338
C -0.736 0.515 0.353 -0.573
C 0.199 0.815 1.510 -1.032
C 0.201 -0.190 -1.416 0.644
O -0.450 -0.117 -2.450 -0.592
O 1.486 0.286 -1.307 -0.448
H -0.914 1.401 -0.254 0.314
H -1.727 0.189 0.670 0.383
H 0.286 -0.045 2.174 0.318
H -0.191 1.652 2.091 0.335
H 1.189 1.078 1.136 0.277
H 1.744 0.585 -2.193 0.342
```

Calculated values
Highest occupied orbital energy   -0.332 Ha
Net charge   0
SMILES   [H]/N=C(/CC)C(=O)O
ΔE to the lowest compared entry with this formula, charge and spin   307.5 kJ/mol
Spin multiplicity   1

=====

Record 10
Molecular formula: C4H7NO2
Method: DFT, the ωB97M-V functional and the def2-TZVPD basis

XYZ file:
```
14
Properties=species:S:1:pos:R:3:mulliken_charge:R:1
C 1.745 1.839 -0.384 -0.777
C 1.619 0.669 0.479 0.439
N 1.548 -0.257 1.169 -0.468
H 0.785 2.355 -0.440 0.267
H 2.511 2.505 0.020 0.326
H 2.032 1.523 -1.389 0.247
C -1.896 0.048 -0.671 -0.214
O -1.133 0.982 -0.620 -0.431
H -2.659 -0.137 0.106 0.314
H -1.864 -0.691 -1.493 0.294
C -0.668 -2.211 0.815 -0.147
O -1.746 -2.629 0.462 -0.448
H -0.552 -1.283 1.403 0.327
H 0.279 -2.713 0.543 0.271
```

Calculated values
Highest occupied orbital energy   -0.369 Ha
Net charge   0
SMILES   CC#N.C=O.C=O
ΔE to the lowest compared entry with this formula, charge and spin   264.9 kJ/mol
Spin multiplicity   1

=====

Record 11
Molecular formula: C4H7NO2
Method: DFT, the ωB97M-V functional and the def2-TZVPD basis

XYZ file:
```
14
Properties=species:S:1:pos:R:3:mulliken_charge:R:1
H -1.523 1.946 0.913 0.250
N -0.796 1.332 1.291 -0.664
C -0.782 0.266 0.616 0.742
C -1.681 -0.049 -0.558 -1.197
O 0.048 -0.776 0.950 -0.387
C 1.427 -0.720 0.616 -0.381
C 1.688 -0.069 -0.736 0.095
O 2.358 0.927 -0.852 -0.456
H -2.724 0.077 -0.257 0.405
H -1.478 0.647 -1.379 0.333
H -1.537 -1.071 -0.914 0.327
H 2.025 -0.181 1.357 0.298
H 1.739 -1.771 0.580 0.286
H 1.237 -0.558 -1.627 0.349
```

Calculated values
Highest occupied orbital energy   -0.370 Ha
Net charge   0
SMILES   [H]/N=C(\C)OCC=O
ΔE to the lowest compared entry with this formula, charge and spin   201.2 kJ/mol
Spin multiplicity   1

=====

Record 12
Molecular formula: C4H7NO2
Method: DFT, the ωB97M-V functional and the def2-TZVPD basis

XYZ file:
```
14
Properties=species:S:1:pos:R:3:mulliken_charge:R:1
C 0.489 0.037 -1.614 -1.359
C -0.619 0.052 -0.547 0.351
C -0.492 -0.958 0.599 -0.509
N 0.270 -0.203 1.571 -0.176
C 0.123 1.144 1.319 0.461
O 0.510 2.071 1.977 -0.569
O -0.582 1.299 0.155 -0.382
H 1.495 0.036 -1.179 0.313
H 0.400 0.946 -2.219 0.361
H 0.418 -0.816 -2.302 0.366
H -1.588 -0.071 -1.037 0.319
H -0.008 -1.810 0.141 0.335
H -1.477 -1.208 1.025 0.257
H 1.060 -0.520 2.112 0.232
```

Calculated values
Highest occupied orbital energy   -0.370 Ha
Net charge   0
SMILES   C[C@H]1CNC(=O)O1
ΔE to the lowest compared entry with this formula, charge and spin   23.3 kJ/mol
Spin multiplicity   1

=====

Record 13
Molecular formula: C4H7NO2
Method: DFT, the ωB97M-V functional and the def2-TZVPD basis

XYZ file:
```
14
Properties=species:S:1:pos:R:3:mulliken_charge:R:1
O 0.535 -2.403 0.063 -0.527
C 0.103 -1.273 0.137 0.327
C -1.393 -0.729 -0.389 -0.327
N -1.241 0.679 -0.029 -0.486
C 0.309 1.350 -0.048 -0.523
C 0.906 0.159 0.634 0.154
O 2.230 -0.028 0.279 -0.521
H -1.599 -0.806 -1.480 0.251
H -2.246 -1.215 0.146 0.250
H -1.754 1.246 -0.674 0.255
H 0.424 2.314 0.518 0.273
H 0.729 1.490 -1.065 0.289
H 0.683 0.204 1.714 0.260
H 2.316 -0.987 0.196 0.325
```

Calculated values
Highest occupied orbital energy   -0.342 Ha
Net charge   0
SMILES   O=C1CNC[C@@H]1O
ΔE to the lowest compared entry with this formula, charge and spin   287.2 kJ/mol
Spin multiplicity   1

=====

Record 14
Molecular formula: C4H7NO2
Method: DFT, the ωB97M-V functional and the def2-TZVPD basis

XYZ file:
```
14
Properties=species:S:1:pos:R:3:mulliken_charge:R:1
C 0.840 -0.159 -1.543 -0.681
C 0.002 -1.214 -0.944 -0.300
C -0.179 -1.119 0.528 -0.744
N 0.093 0.108 1.259 -0.099
C -0.498 1.312 0.966 0.586
O -0.174 2.364 1.455 -0.586
O -1.500 1.245 0.046 -0.465
H 1.462 0.464 -0.884 0.284
H 0.103 0.515 -2.019 0.280
H 1.417 -0.564 -2.380 0.359
H -1.791 0.336 -0.109 0.378
H 0.555 -1.890 0.826 0.433
H -1.141 -1.555 0.837 0.348
H 0.813 0.157 1.963 0.208
```

Calculated values
Highest occupied orbital energy   -0.330 Ha
Net charge   0
ΔE to the lowest compared entry with this formula, charge and spin   360.4 kJ/mol
Spin multiplicity   1

=====

Record 15
Molecular formula: C4H7NO2
Method: DFT, the ωB97M-V functional and the def2-TZVPD basis

XYZ file:
```
14
Properties=species:S:1:pos:R:3:mulliken_charge:R:1
O 2.251 0.087 1.101 -0.525
C 0.851 0.167 1.031 0.352
C 0.052 1.272 0.259 -0.672
N -0.879 0.603 -0.545 -0.419
C -0.892 -0.668 -0.307 -0.299
C 0.270 -1.115 0.452 0.390
O 0.765 -2.216 0.568 -0.592
H 2.436 -0.877 1.142 0.356
H 0.384 0.252 2.014 0.215
H 0.489 2.243 0.047 0.423
H -1.021 -0.291 -2.966 0.105
H -1.414 2.055 0.527 0.262
H -1.651 -0.174 -2.619 -0.086
H -1.641 -1.337 -0.704 0.490
```

Calculated values
Highest occupied orbital energy (alpha / beta)   -0.349 / -0.349 Ha
Net charge   0
ΔE to the lowest compared entry with this formula, charge and spin   596.0 kJ/mol
Spin multiplicity   1

=====

Record 16
Molecular formula: C4H7NO2
Method: DFT, the ωB97M-V functional and the def2-TZVPD basis

XYZ file:
```
14
Properties=species:S:1:pos:R:3:mulliken_charge:R:1
C -1.379 -0.950 -0.828 -0.953
C -0.470 -0.187 -0.225 0.409
N -0.780 0.752 0.788 -0.222
O -2.069 0.552 1.319 -0.434
C 0.966 -0.212 -0.653 -0.022
C 2.085 0.358 0.106 -0.359
O 1.857 -1.038 0.097 -0.382
H -2.404 -0.969 -0.476 0.316
H -1.096 -1.581 -1.665 0.278
H -0.151 0.667 1.581 0.251
H -2.546 1.352 1.052 0.350
H 1.095 -0.299 -1.733 0.346
H 2.972 0.702 -0.429 0.251
H 1.921 0.852 1.065 0.173
```

Calculated values
Highest occupied orbital energy   -0.324 Ha
Net charge   0
SMILES   C=C(NO)[C@H]1CO1
ΔE to the lowest compared entry with this formula, charge and spin   410.6 kJ/mol
Spin multiplicity   1

=====

Record 17
Molecular formula: C4H7NO2
Method: DFT, the ωB97M-V functional and the def2-TZVPD basis

XYZ file:
```
14
Properties=species:S:1:pos:R:3:mulliken_charge:R:1
C -0.955 -1.097 0.506 -1.322
C -0.431 0.087 -0.312 0.438
C -1.138 1.386 0.068 -0.142
O -2.068 1.449 0.830 -0.485
C 1.036 0.360 0.013 0.332
N 2.017 -0.337 -0.619 -0.376
O 1.303 1.173 0.885 -0.608
H -0.582 -1.033 1.533 0.320
H -2.047 -1.066 0.552 0.357
H -0.642 -2.053 0.077 0.347
H -0.605 -0.083 -1.386 0.367
H -0.729 2.292 -0.422 0.321
H 1.883 -0.940 -1.413 0.201
H 2.957 -0.137 -0.312 0.249
```

Calculated values
Highest occupied orbital energy   -0.363 Ha
Net charge   0
SMILES   C[C@@H](C=O)C(N)=O
ΔE to the lowest compared entry with this formula, charge and spin   51.5 kJ/mol
Spin multiplicity   1

=====

Record 18
Molecular formula: C4H7NO2
Method: DFT, the ωB97M-V functional and the def2-TZVPD basis

XYZ file:
```
14
Properties=species:S:1:pos:R:3:mulliken_charge:R:1
N 2.099 -0.414 -0.633 -0.410
C 1.175 0.321 0.044 0.466
O 1.466 0.966 1.043 -0.665
C -0.204 0.291 -0.548 -0.286
C -1.145 -0.835 -0.155 -0.556
C -1.417 0.567 0.295 -0.116
O -1.357 0.881 1.643 -0.542
H 1.795 -1.126 -1.277 0.228
H 3.016 -0.503 -0.221 0.250
H -0.246 0.619 -1.584 0.418
H -1.759 -1.300 -0.919 0.279
H -0.786 -1.511 0.619 0.248
H -2.209 1.124 -0.200 0.332
H -0.427 0.920 1.894 0.355
```

Calculated values
Highest occupied orbital energy   -0.355 Ha
Net charge   0
SMILES   NC(=O)[C@H]1C[C@H]1O
ΔE to the lowest compared entry with this formula, charge and spin   111.1 kJ/mol
Spin multiplicity   1

=====

Record 19
Molecular formula: C4H7NO2
Method: DFT, the ωB97M-V functional and the def2-TZVPD basis

XYZ file:
```
14
Properties=species:S:1:pos:R:3:mulliken_charge:R:1
H -1.639 -1.040 -0.119 0.336
N -0.942 -0.951 -0.973 -0.663
C 0.202 -0.830 -0.464 0.687
C 1.386 -1.717 -0.541 -0.936
O 0.619 0.114 0.838 -0.429
C -0.042 1.329 1.038 -0.301
C -1.266 1.654 -0.187 -0.014
O -1.971 2.555 0.169 -0.435
H 1.718 -1.731 0.500 0.329
H 1.062 -2.725 -0.828 0.291
H 2.160 -1.288 -1.175 0.270
H -0.599 1.400 2.009 0.240
H 0.722 2.162 1.077 0.245
H -1.401 1.395 -1.298 0.380
```

Calculated values
Highest occupied orbital energy   -0.333 Ha
Net charge   0
SMILES   [H]/N=C(/C)OCC=O
ΔE to the lowest compared entry with this formula, charge and spin   453.2 kJ/mol
Spin multiplicity   1

=====

Record 20
Molecular formula: C4H7NO2
Method: DFT, the ωB97M-V functional and the def2-TZVPD basis

XYZ file:
```
14
Properties=species:S:1:pos:R:3:mulliken_charge:R:1
C -0.886 -1.078 0.536 -1.332
C -0.407 0.114 -0.298 0.474
C -1.197 1.377 0.017 -0.167
O -2.238 1.376 0.626 -0.482
C 1.050 0.373 0.050 0.358
N 1.981 -0.205 -0.758 -0.384
O 1.339 1.028 1.037 -0.602
H -0.526 -0.978 1.562 0.324
H -1.977 -1.111 0.573 0.373
H -0.489 -2.018 0.140 0.337
H -0.527 -0.080 -1.376 0.320
H -0.766 2.319 -0.378 0.325
H 1.730 -0.828 -1.507 0.214
H 2.939 -0.205 -0.439 0.242
```

Calculated values
Highest occupied orbital energy   -0.367 Ha
Net charge   0
SMILES   C[C@@H](C=O)C(N)=O
ΔE to the lowest compared entry with this formula, charge and spin   47.3 kJ/mol
Spin multiplicity   1